Record 1
Molecular formula: C29H57F3NO10
Method: DFT, ωB97M-V with the def2-TZVPD basis set

Geometry as XYZ:
```
100
Properties=species:S:1:pos:R:3:lowdin_charge:R:1
C 6.996 -4.240 3.545 0.007
C 6.840 -3.428 2.153 -0.384
O 7.051 -3.986 1.041 0.053
O 6.448 -2.036 2.110 -0.092
C 5.063 -1.991 1.606 -0.174
C 5.022 -0.922 0.398 -0.128
C 3.914 0.244 0.687 -0.177
C 2.563 -0.062 -0.145 -0.160
C 1.272 0.404 0.698 -0.080
C 0.169 -0.734 0.889 -0.066
N -1.131 -0.676 0.556 0.116
C -2.009 -1.838 0.971 -0.052
C -1.014 -2.910 1.625 -0.168
C -1.145 -4.470 1.165 -0.089
O 0.219 -4.972 1.116 -0.008
C 0.267 -6.380 1.157 -0.469
F 1.649 -6.725 1.280 0.088
F -0.195 -7.020 -0.008 0.114
F -0.382 -6.964 2.261 0.107
C 0.409 -2.194 1.495 -0.162
C 1.167 -2.060 2.925 -0.131
C 0.339 -1.130 3.958 -0.184
C 1.306 -0.899 5.254 -0.155
C 2.279 0.334 4.844 -0.248
O 3.205 0.631 5.940 -0.093
H 6.593 -3.623 4.412 0.082
H 6.416 -5.218 3.391 0.097
H 8.097 -4.539 3.700 0.103
H 4.711 -3.028 1.240 0.138
H 4.371 -1.712 2.473 0.099
H 4.698 -1.419 -0.579 0.112
H 6.069 -0.487 0.268 0.127
H 3.750 0.241 1.829 0.082
H 4.366 1.269 0.444 0.124
H 2.488 -1.158 -0.477 0.112
H 2.608 0.584 -1.098 0.130
H 1.638 0.736 1.740 0.120
H 0.725 1.307 0.234 0.126
H -1.538 0.146 0.068 0.171
H -2.801 -2.177 0.234 0.146
H -2.514 -1.375 1.913 0.151
H -1.324 -2.956 2.725 0.134
H -1.797 -4.965 1.963 0.150
H -1.696 -4.517 0.161 0.143
H 1.188 -2.651 0.768 0.163
H 2.221 -1.650 2.727 0.087
H 1.311 -3.099 3.400 0.142
H 0.115 -0.084 3.550 0.102
H -0.615 -1.661 4.308 0.114
H 0.629 -0.557 6.117 0.126
H 1.887 -1.853 5.515 0.123
H 2.853 0.077 3.871 0.092
H 1.597 1.233 4.616 0.127
H 3.965 0.025 5.752 0.100
C -1.718 -2.737 -3.158 -0.115
O -2.660 -1.695 -3.304 -0.214
C -2.087 -0.504 -3.837 -0.193
C -3.087 0.229 -4.724 -0.176
O -3.274 -0.377 -6.001 -0.122
C -4.025 -1.594 -6.023 -0.168
C -5.510 -1.402 -5.736 -0.190
O -5.729 -1.229 -4.337 -0.215
C -6.885 -0.461 -4.062 -0.109
H -0.964 -2.465 -2.410 0.072
H -2.245 -3.633 -2.826 0.089
H -1.237 -2.960 -4.115 0.095
H -1.186 -0.730 -4.417 0.129
H -1.813 0.135 -2.987 0.109
H -2.679 1.224 -4.932 0.129
H -4.040 0.385 -4.217 0.118
H -3.579 -2.342 -5.368 0.115
H -3.929 -1.974 -7.044 0.131
H -6.063 -2.296 -6.045 0.129
H -5.880 -0.537 -6.297 0.129
H -6.822 0.518 -4.548 0.088
H -6.937 -0.301 -2.983 0.086
H -7.784 -0.991 -4.390 0.090
C 1.214 7.199 -2.096 -0.111
O 0.489 6.882 -0.923 -0.211
C -0.589 7.783 -0.682 -0.189
C -1.764 7.058 -0.038 -0.170
O -2.508 6.244 -0.947 -0.122
C -1.885 5.030 -1.366 -0.173
C -1.799 3.977 -0.266 -0.197
O -0.732 4.276 0.629 -0.209
C -0.960 3.770 1.930 -0.111
H 1.715 8.166 -1.985 0.091
H 1.964 6.423 -2.255 0.087
H 0.550 7.216 -2.966 0.088
H -0.920 8.253 -1.615 0.128
H -0.220 8.560 -0.003 0.129
H -2.470 7.817 0.314 0.131
H -1.457 6.490 0.841 0.115
H -0.913 5.224 -1.820 0.118
H -2.528 4.635 -2.158 0.128
H -1.586 2.996 -0.713 0.106
H -2.754 3.929 0.268 0.128
H -1.901 4.157 2.335 0.094
H -0.148 4.111 2.574 0.095
H -0.974 2.675 1.916 0.064
```

Properties
Kohn-Sham gap in eV: 7.2776
Highest occupied orbital energy in eV: -11.14
Total charge: +1

---

Record 2
Molecular formula: C43H68FGeN4O4RbSi3
Method: DFT, ωB97M-V with the def2-TZVPD basis set

Geometry as XYZ:
```
125
Properties=species:S:1:pos:R:3:mulliken_spin:R:1
Rb 1.069 0.274 -0.454 0.109
C 4.439 2.070 1.749 -0.001
C 3.738 0.752 1.912 0.000
C 4.133 -0.372 1.195 0.024
C 3.504 -1.602 1.375 -0.002
C 3.999 -2.822 0.649 -0.008
C 2.457 -1.690 2.285 -0.004
C 2.048 -0.583 3.022 0.001
C 0.959 -0.699 4.050 0.001
C 2.687 0.632 2.815 -0.005
H 3.749 2.840 1.403 0.000
H 5.256 1.997 1.034 0.000
H 4.851 2.404 2.702 0.000
H 4.964 -0.297 0.503 -0.005
H 4.837 -3.270 1.187 0.000
H 4.354 -2.574 -0.351 0.012
H 3.220 -3.579 0.563 -0.001
H 1.959 -2.642 2.434 0.000
H 0.454 -1.662 3.977 0.000
H 0.218 0.088 3.917 0.000
H 1.373 -0.611 5.057 0.000
H 2.367 1.505 3.372 0.000
F -3.634 -2.397 4.599 0.000
C -3.688 -1.173 3.994 0.000
C -2.678 -0.815 3.150 0.000
C -2.689 0.440 2.549 -0.002
C -1.606 0.795 1.627 -0.002
O -0.639 0.055 1.454 -0.001
C -1.763 2.061 0.951 -0.001
C -2.811 2.853 1.242 0.000
N -3.775 2.547 2.174 0.000
C -4.864 3.458 2.399 0.000
C -4.557 4.914 2.560 0.000
C -4.994 4.109 3.748 0.000
C -3.752 1.320 2.798 0.000
C -4.791 0.914 3.649 0.000
C -4.770 -0.327 4.265 0.000
N -5.852 -0.673 5.117 0.000
C -6.108 0.149 6.273 0.000
C -5.480 -0.436 7.534 0.000
N -6.033 -1.822 7.733 0.000
C -5.756 -2.708 6.545 0.000
C -6.306 -2.031 5.291 0.000
C -0.685 2.374 -0.077 0.007
O 0.362 2.873 0.344 0.003
O -0.904 1.940 -1.237 0.006
H -1.856 -1.485 2.943 0.000
H -2.956 3.802 0.745 0.000
H -5.779 3.194 1.879 0.000
H -5.250 5.617 2.122 0.000
H -3.521 5.214 2.527 0.000
H -5.989 4.261 4.142 0.000
H -4.235 3.867 4.478 0.000
H -5.645 1.555 3.805 0.000
H -7.192 0.245 6.422 0.000
H -5.715 1.152 6.118 0.000
H -5.710 0.141 8.429 0.000
H -4.400 -0.544 7.430 0.000
H -7.046 -1.756 7.876 0.000
H -5.644 -2.242 8.579 0.000
H -6.229 -3.670 6.738 0.000
H -4.676 -2.826 6.502 0.000
H -7.402 -2.010 5.361 0.000
H -6.057 -2.634 4.421 0.000
O -2.493 -0.251 -1.073 -0.001
C -2.553 -0.959 -2.289 -0.004
C -3.001 -2.374 -1.956 0.000
C -2.042 -3.045 -0.954 0.000
C -0.716 -3.422 -1.560 -0.005
C -0.583 -4.637 -2.231 0.000
C 0.643 -5.004 -2.753 0.002
C 1.713 -4.134 -2.601 0.027
C 1.486 -2.935 -1.949 -0.164
N 0.311 -2.575 -1.431 -0.027
H -2.034 0.605 -1.207 0.001
H -1.561 -0.996 -2.758 0.008
H -3.236 -0.478 -3.001 0.000
H -3.083 -2.971 -2.868 0.000
H -3.997 -2.321 -1.510 0.000
H -2.506 -3.947 -0.550 0.000
H -1.866 -2.352 -0.133 -0.001
H -1.441 -5.289 -2.322 0.000
H 0.767 -5.950 -3.262 0.000
H 2.695 -4.374 -2.984 0.002
H 2.298 -2.217 -1.841 0.148
C 2.054 2.714 -6.092 0.049
Si 1.450 2.211 -4.378 0.002
C 1.360 3.710 -3.262 0.010
C -0.234 1.400 -4.531 0.020
Ge 3.059 0.633 -3.559 0.635
Si 3.464 -1.113 -5.134 0.030
C 1.828 -1.833 -5.723 0.008
C 4.541 -2.435 -4.328 0.007
C 4.389 -0.486 -6.651 0.042
Si 5.122 1.638 -2.905 0.037
C 6.015 2.326 -4.414 0.043
C 6.236 0.346 -2.085 0.013
C 4.802 3.085 -1.744 -0.009
H 1.417 3.509 -6.484 0.004
H 2.006 1.878 -6.789 -0.003
H 3.078 3.083 -6.077 -0.002
H 0.663 4.439 -3.676 0.000
H 2.328 4.197 -3.156 0.000
H 1.001 3.435 -2.271 -0.003
H -0.921 2.055 -5.070 -0.001
H -0.653 1.230 -3.540 -0.008
H -0.184 0.453 -5.066 -0.001
H 1.142 -2.037 -4.905 -0.001
H 1.991 -2.763 -6.270 0.000
H 1.338 -1.134 -6.401 0.003
H 4.187 -2.707 -3.333 0.004
H 5.561 -2.069 -4.219 0.005
H 4.577 -3.339 -4.937 -0.002
H 3.915 0.385 -7.100 -0.008
H 4.405 -1.280 -7.400 0.003
H 5.422 -0.228 -6.423 -0.001
H 6.219 1.565 -5.164 -0.006
H 6.970 2.752 -4.099 0.003
H 5.439 3.120 -4.887 -0.002
H 6.952 -0.052 -2.803 0.003
H 5.671 -0.498 -1.688 -0.004
H 6.806 0.785 -1.265 0.003
H 4.517 3.967 -2.317 0.003
H 5.702 3.336 -1.180 0.001
H 4.000 2.886 -1.035 0.011
```

Properties
Kohn-Sham gap (alpha / beta) in eV: 5.2592 / 6.4156
<S²>: 0.753
Spin multiplicity: 2
Highest occupied orbital energy (alpha / beta) in eV: -8.40 / -9.55
Total charge: +1
Energy relative to the best compared isomer or geometry (same formula, charge and spin) in kJ/mol: 34.3

---

Record 3
Molecular formula: C6H11N
Method: DFT, ωB97M-V with the def2-TZVPD basis set

Geometry as XYZ:
```
18
Properties=species:S:1:pos:R:3:lowdin_charge:R:1
H -1.543 0.489 -1.699 0.058
N -0.793 -0.192 -1.615 0.163
C -0.078 -0.112 -0.605 -0.350
C 0.930 -1.004 -0.085 -0.167
C 1.025 -2.270 -1.230 -0.069
C -0.311 1.020 0.666 -0.259
C 0.705 1.574 1.319 0.021
C -1.709 1.539 0.840 -0.093
H 1.914 -0.540 -0.070 0.101
H 0.659 -1.474 0.857 0.115
H 1.801 -2.944 -0.876 0.045
H 1.292 -1.871 -2.204 0.051
H 0.072 -2.788 -1.285 0.051
H 1.712 1.185 1.291 0.049
H 0.558 2.375 2.034 0.060
H -2.387 0.728 1.113 0.081
H -2.085 1.994 -0.079 0.070
H -1.763 2.291 1.630 0.073
```

Properties
Kohn-Sham gap in eV: 10.1835
Structure (SMILES): [H]/N=C(/CC)C(=C)C
Highest occupied orbital energy in eV: -9.21
Energy relative to the best compared isomer or geometry (same formula, charge and spin) in kJ/mol: 190.9

---

Record 4
Molecular formula: C12H18ClNO2
Method: DFT, ωB97M-V with the def2-TZVPD basis set

Geometry as XYZ:
```
34
Properties=species:S:1:pos:R:3:lowdin_charge:R:1
C 3.281 2.359 -0.408 -0.089
C 2.555 1.007 -0.530 -0.158
C 1.168 0.750 -0.689 -0.039
C 0.707 -0.398 -0.753 -0.434
O -0.584 -0.787 -0.844 -0.035
C -1.511 0.360 -1.019 -0.018
C -1.691 0.913 0.646 -0.235
N -2.278 0.059 1.525 -0.098
C -3.677 -0.813 1.172 -0.129
C -4.662 0.261 1.463 -0.181
O -5.092 0.848 0.023 -0.113
C 1.550 -1.381 -0.789 0.038
C 3.023 -1.346 -0.453 -0.174
C 3.873 -2.671 -0.487 -0.077
C 3.617 -0.021 -0.301 -0.695
Cl 5.217 0.006 -0.388 0.830
H 2.576 3.143 -0.728 0.067
H 3.817 2.458 0.470 0.034
H 4.073 2.593 -1.332 0.133
H 0.705 1.610 -0.811 0.076
H -1.095 1.203 -1.452 0.079
H -2.433 -0.054 -1.235 0.067
H -0.850 1.462 0.940 0.093
H -2.545 1.544 0.456 0.080
H -1.513 -0.789 1.626 0.162
H -3.676 -1.371 -0.003 0.194
H -3.775 -1.502 1.978 0.077
H -5.584 -0.306 1.805 0.119
H -4.320 1.046 2.216 0.137
H -4.266 1.245 -0.135 -0.022
H 1.101 -2.351 -0.792 0.118
H 4.542 -2.586 -1.187 -0.024
H 4.418 -2.837 0.583 0.128
H 3.331 -3.655 -0.569 0.086
```

Properties
Kohn-Sham gap in eV: 8.9383
Structure (SMILES): Cc1cc(OCCNCCO)cc(C)c1Cl
Highest occupied orbital energy in eV: -8.19
Energy relative to the best compared isomer or geometry (same formula, charge and spin) in kJ/mol: 838.1

---

Record 5
Molecular formula: C25H44O2P2V
Method: DFT, ωB97M-V with the def2-TZVPD basis set

Geometry as XYZ:
```
74
Properties=species:S:1:pos:R:3:mulliken_spin:R:1
V 0.670 0.056 0.143 2.075
C -0.146 1.129 1.783 -0.040
C 0.258 2.026 0.733 -0.036
C -1.382 0.605 -0.104 -0.027
C -1.133 0.235 1.248 0.024
C -0.519 1.703 -0.431 -0.024
C 0.287 1.121 3.210 -0.008
H 1.098 1.838 3.380 0.002
H 0.603 0.116 3.532 -0.007
H -0.566 1.409 3.846 0.000
C -1.885 -0.802 1.997 0.012
H -1.337 -1.103 2.892 -0.001
H -2.041 -1.688 1.376 0.005
H -2.871 -0.420 2.296 -0.002
C -2.460 0.044 -0.952 -0.007
H -3.410 0.055 -0.395 0.003
H -2.238 -1.001 -1.216 0.001
H -2.570 0.619 -1.877 0.002
C -0.574 2.467 -1.708 -0.011
H -1.474 3.100 -1.717 -0.003
H -0.638 1.801 -2.578 -0.003
H 0.302 3.113 -1.815 0.002
C 1.074 3.262 0.876 0.011
H 0.425 4.149 0.808 -0.003
H 1.818 3.359 0.077 -0.002
H 1.572 3.287 1.847 0.002
C 5.732 -1.947 0.813 -0.001
C 5.741 -0.883 1.642 0.000
C 6.680 0.274 1.485 0.003
C 6.792 0.802 0.029 -0.001
C 5.545 0.726 -0.804 0.002
C 5.302 -0.285 -1.660 0.003
C 6.106 -1.553 -1.745 -0.002
C 6.619 -2.127 -0.383 0.001
H 7.694 -0.017 1.819 0.000
H 7.609 0.262 -0.473 0.000
H 6.383 1.102 2.149 0.000
H 7.629 -1.727 -0.188 0.000
H 5.165 -2.853 1.090 -0.001
H 5.217 -0.920 2.603 -0.001
H 6.726 -3.219 -0.507 0.000
H 5.506 -2.331 -2.245 -0.001
H 4.583 -0.159 -2.464 0.000
H 6.980 -1.400 -2.404 0.000
H 7.085 1.865 0.057 0.000
H 4.976 1.664 -0.849 -0.001
P 2.632 -0.864 1.143 -0.066
P 1.570 -0.258 -2.212 0.037
C 3.127 -1.829 -0.361 0.011
C 2.462 -1.805 -1.757 -0.004
H 3.256 -2.874 -0.037 0.007
H 4.123 -1.407 -0.496 0.004
H 3.239 -1.939 -2.525 0.007
H 1.757 -2.645 -1.860 0.001
C 0.464 -0.728 -3.567 -0.003
H -0.156 0.133 -3.849 0.002
H -0.181 -1.546 -3.213 0.003
H 1.067 -1.055 -4.426 0.000
C 2.619 1.065 -2.867 0.005
H 3.221 0.686 -3.702 -0.003
H 3.277 1.467 -2.088 -0.005
H 1.975 1.876 -3.232 0.002
C 2.658 -1.965 2.562 0.006
H 2.188 -1.461 3.418 -0.004
H 3.676 -2.274 2.827 0.000
H 2.049 -2.841 2.299 0.001
C 3.281 0.818 1.449 0.059
H 2.838 1.542 0.747 -0.040
H 4.362 0.874 1.334 0.007
H 3.021 1.134 2.469 0.003
O -0.755 -2.475 -1.359 0.005
C -0.402 -3.126 -0.338 0.005
O 0.322 -2.723 0.629 -0.009
H -0.762 -4.178 -0.263 0.001
```

Properties
Kohn-Sham gap (alpha / beta) in eV: 7.4903 / 8.2068
<S²>: 2.029
Spin multiplicity: 3
Highest occupied orbital energy (alpha / beta) in eV: -11.38 / -11.49
Total charge: +1
Energy relative to the best compared isomer or geometry (same formula, charge and spin) in kJ/mol: 149.0

---

Record 6
Molecular formula: C24H28CuF4N6O3S2
Method: DFT, ωB97M-V with the def2-TZVPD basis set

Geometry as XYZ:
```
68
Properties=species:S:1:pos:R:3:mulliken_spin:R:1
Cu 1.075 -0.003 -0.382 0.683
C 2.387 -0.626 2.097 -0.008
N 2.052 -1.453 0.932 0.104
C 1.212 -2.581 1.333 -0.018
C 3.269 -1.895 0.203 -0.007
C 3.320 -1.258 -1.175 -0.007
N 2.939 0.137 -0.972 0.130
C 3.176 1.036 -1.991 -0.020
C 3.365 2.385 -1.643 0.020
F 3.330 2.726 -0.338 0.000
C 3.575 3.374 -2.573 -0.017
F 3.718 4.644 -2.154 -0.001
C 3.665 3.083 -3.922 0.034
C 3.520 1.763 -4.286 -0.015
F 3.591 1.420 -5.584 -0.001
C 3.278 0.767 -3.358 0.023
F 3.090 -0.489 -3.817 0.001
H 2.985 -1.188 2.825 0.002
H 1.463 -0.295 2.576 0.001
H 2.952 0.244 1.764 -0.001
H 1.744 -3.237 2.033 0.004
H 0.922 -3.155 0.454 0.000
H 0.313 -2.203 1.810 0.004
H 3.270 -2.983 0.119 -0.001
H 4.148 -1.601 0.780 0.001
H 2.653 -1.803 -1.849 0.006
H 4.336 -1.339 -1.576 0.007
H 3.841 3.854 -4.658 0.003
N -5.716 -3.719 3.169 0.000
C -4.820 -2.814 2.626 0.001
C -5.244 -1.873 1.684 0.000
C -4.343 -0.996 1.112 0.000
C -3.006 -1.046 1.475 0.002
C -2.572 -1.968 2.418 0.000
C -3.468 -2.853 2.983 0.000
S -1.886 0.138 0.818 -0.006
O -1.132 0.679 1.934 -0.001
O -2.659 1.050 0.015 0.002
N -0.771 -0.628 -0.069 0.048
C -1.092 -1.425 -1.135 0.006
N -0.018 -1.667 -1.911 0.001
C -0.195 -2.460 -2.957 0.001
C -1.424 -3.016 -3.265 0.000
C -2.471 -2.662 -2.427 0.000
N -2.328 -1.870 -1.374 0.000
H -6.692 -3.483 3.116 0.000
H -5.447 -4.166 4.028 0.000
H -6.289 -1.840 1.398 0.000
H -4.659 -0.272 0.374 0.000
H -1.535 -1.980 2.722 0.001
H -3.130 -3.579 3.713 0.000
H 0.679 -2.637 -3.577 0.000
H -1.561 -3.668 -4.114 0.000
H -3.479 -3.018 -2.617 0.000
O 0.427 1.902 -0.808 0.010
S 0.634 3.352 -0.421 0.009
C -1.011 4.079 -0.190 0.002
C -1.376 3.950 1.283 0.000
C -0.084 4.220 2.051 0.000
C 0.994 3.383 1.363 -0.003
H -1.687 3.572 -0.878 0.000
H -0.885 5.122 -0.491 0.001
H -1.710 2.934 1.482 0.000
H -2.178 4.636 1.556 0.000
H -0.175 3.927 3.097 0.000
H 0.178 5.280 2.017 0.000
H 0.938 2.334 1.666 0.000
H 2.007 3.760 1.487 -0.001
```

Properties
Kohn-Sham gap (alpha / beta) in eV: 8.1393 / 7.2569
<S²>: 0.754
Spin multiplicity: 2
Highest occupied orbital energy (alpha / beta) in eV: -7.45 / -7.59
Energy relative to the best compared isomer or geometry (same formula, charge and spin) in kJ/mol: 32.3

---

| no. | calculated total energy (eV) | maximum force (eV Å⁻¹) |
| --- | --- | --- |
| 1 | -61100.72578 | 5.16 |
| 2 | -143364.53793 | 1.43 |
| 3 | -7888.55240 | 6.18 |
| 4 | -30835.17045 | 10.67 |
| 5 | -74991.82946 | 4.82 |
| 6 | -117604.91044 | 0.63 |